1.
{"formula": "C52H48BNNiO3P2S", "method": "the ωB97M-V functional and the def2-TZVPD basis", "species": ["Ni", "O", "C", "C", "C", "C", "C", "C", "P", "C", "C", "C", "C", "C", "C", "C", "C", "C", "C", "C", "C", "C", "C", "C", "C", "C", "C", "P", "C", "C", "C", "C", "C", "C", "C", "C", "C", "C", "C", "C", "H", "H", "H", "H", "H", "H", "H", "H", "H", "H", "H", "H", "H", "H", "H", "H", "H", "H", "H", "H", "H", "H", "H", "H", "H", "H", "H", "H", "C", "C", "C", "C", "C", "C", "C", "C", "C", "S", "C", "N", "H", "H", "H", "H", "H", "H", "H", "H", "C", "C", "C", "O", "B", "O", "C", "C", "C", "H", "H", "H", "H", "H", "H", "H", "H", "H", "H", "H", "H"], "positions_angstrom": [[0.605, 0.089, 0.334], [-2.276, 0.217, 1.800], [-2.117, -0.486, 2.967], [-2.525, -0.085, 4.221], [-2.237, -0.918, 5.299], [-1.555, -2.110, 5.118], [-1.131, -2.478, 3.845], [-1.412, -1.670, 2.759], [-0.834, -1.865, 1.040], [0.246, -3.335, 1.079], [1.618, -3.094, 1.145], [2.524, -4.142, 1.170], [2.068, -5.452, 1.117], [0.706, -5.705, 1.035], [-0.199, -4.654, 1.017], [-2.411, -2.421, 0.277], [-2.777, -1.900, -0.961], [-3.990, -2.247, -1.542], [-4.853, -3.112, -0.888], [-4.509, -3.618, 0.358], [-3.301, -3.268, 0.940], [-2.921, 1.407, 1.650], [-4.220, 1.586, 2.111], [-4.876, 2.774, 1.845], [-4.246, 3.769, 1.108], [-2.962, 3.563, 0.636], [-2.269, 2.379, 0.899], [-0.535, 2.177, 0.302], [-0.715, 3.009, -1.327], [0.039, 4.107, -1.725], [-0.113, 4.644, -2.999], [-1.026, 4.094, -3.884], [-1.784, 2.997, -3.493], [-1.623, 2.455, -2.230], [0.334, 3.404, 1.349], [1.687, 3.643, 1.104], [2.418, 4.491, 1.918], [1.811, 5.104, 3.005], [0.472, 4.865, 3.264], [-0.263, 4.022, 2.441], [-3.031, 0.858, 4.374], [-2.546, -0.617, 6.292], [-1.333, -2.742, 5.966], [-0.555, -3.384, 3.701], [1.989, -2.074, 1.186], [3.583, -3.932, 1.227], [2.772, -6.274, 1.132], [0.345, -6.724, 0.981], [-1.254, -4.872, 0.932], [-2.108, -1.216, -1.468], [-4.264, -1.833, -2.504], [-5.799, -3.381, -1.341], [-5.188, -4.276, 0.884], [-3.065, -3.631, 1.933], [-4.709, 0.784, 2.648], [-5.889, 2.915, 2.199], [-4.756, 4.698, 0.895], [-2.478, 4.337, 0.053], [0.738, 4.569, -1.042], [0.479, 5.502, -3.291], [-1.150, 4.517, -4.872], [-2.500, 2.559, -4.177], [-2.200, 1.584, -1.946], [2.181, 3.144, 0.284], [3.468, 4.657, 1.712], [2.383, 5.757, 3.651], [-0.008, 5.328, 4.116], [-1.303, 3.838, 2.675], [2.701, 1.408, -2.108], [3.447, 0.997, -0.877], [4.861, 0.964, -0.960], [5.592, 0.670, 0.144], [4.936, 0.426, 1.372], [5.655, 0.177, 2.560], [4.969, -0.019, 3.726], [3.568, 0.014, 3.743], [2.818, 0.241, 2.604], [1.081, 0.237, 2.680], [3.524, 0.459, 1.379], [2.802, 0.721, 0.236], [3.142, 2.318, -2.519], [1.646, 1.580, -1.909], [2.786, 0.623, -2.860], [5.333, 1.180, -1.909], [6.674, 0.636, 0.105], [6.737, 0.155, 2.528], [5.507, -0.205, 4.647], [3.037, -0.149, 4.671], [1.895, -2.307, -4.389], [0.758, -2.085, -3.406], [0.092, -3.417, -3.077], [1.314, -1.596, -2.169], [0.478, -0.631, -1.619], [-0.508, -0.299, -2.557], [-0.250, -0.961, -3.811], [-1.570, -1.470, -4.368], [0.320, 0.084, -4.764], [2.569, -3.063, -3.988], [2.467, -1.398, -4.559], [1.515, -2.662, -5.349], [0.840, -4.079, -2.643], [-0.323, -3.894, -3.967], [-0.705, -3.288, -2.343], [-2.083, -2.120, -3.663], [-1.408, -2.025, -5.294], [-2.218, -0.622, -4.592], [1.238, 0.523, -4.378], [-0.407, 0.889, -4.875], [0.521, -0.342, -5.748]], "lumo_energy_ev": [0.5, 0.4], "total_energy_ha": -4905.0197, "gap_ev": [6.60, 7.09], "spin_multiplicity": 3, "total_charge": 0}

---

2.
{"formula": "C52H49AlN5O5P2S3", "method": "the ωB97M-V functional and the def2-TZVPD basis", "species": ["Al", "C", "C", "C", "C", "C", "C", "C", "S", "O", "O", "N", "C", "C", "C", "C", "C", "N", "H", "H", "H", "H", "H", "H", "H", "H", "H", "H", "H", "O", "S", "O", "O", "S", "N", "C", "C", "C", "C", "C", "N", "C", "H", "H", "H", "H", "C", "N", "C", "C", "C", "C", "C", "C", "C", "C", "H", "H", "H", "H", "H", "H", "H", "H", "H", "H", "H", "H", "C", "P", "C", "C", "C", "C", "C", "C", "C", "C", "C", "C", "C", "C", "P", "C", "C", "C", "C", "C", "C", "C", "C", "C", "C", "C", "C", "H", "H", "H", "H", "H", "H", "H", "H", "H", "H", "H", "H", "H", "H", "H", "H", "H", "H", "H", "H", "H", "H"], "positions_angstrom": [[17.873, 15.428, 12.249], [24.918, 11.861, 14.642], [23.905, 12.581, 13.844], [22.552, 12.480, 14.145], [21.605, 13.146, 13.378], [22.040, 14.004, 12.352], [23.401, 14.018, 11.958], [24.321, 13.311, 12.724], [20.928, 15.103, 11.501], [20.799, 16.288, 12.343], [21.442, 15.282, 10.144], [19.411, 14.421, 11.499], [19.193, 13.106, 11.041], [20.127, 12.364, 10.235], [19.951, 10.982, 10.129], [18.801, 10.366, 10.672], [17.942, 11.193, 11.407], [18.058, 12.541, 11.505], [24.497, 11.423, 15.573], [25.746, 12.563, 14.934], [25.348, 11.038, 14.039], [22.256, 11.870, 14.995], [20.541, 13.003, 13.604], [23.729, 14.592, 11.090], [25.391, 13.346, 12.508], [20.967, 12.901, 9.813], [20.686, 10.384, 9.605], [18.580, 9.316, 10.524], [17.114, 10.787, 11.975], [15.631, 17.768, 10.951], [15.656, 16.350, 10.676], [17.071, 15.825, 10.549], [14.761, 15.950, 9.607], [15.518, 15.230, 12.611], [15.271, 12.212, 16.990], [16.138, 12.870, 16.537], [17.192, 13.651, 15.987], [18.186, 14.175, 16.794], [19.192, 14.986, 16.253], [19.189, 15.295, 14.882], [18.147, 14.789, 14.113], [17.268, 13.855, 14.614], [18.188, 13.926, 17.857], [19.937, 15.414, 16.916], [19.916, 15.938, 14.401], [16.612, 13.338, 13.916], [19.456, 20.152, 8.963], [18.868, 18.895, 9.377], [17.752, 18.444, 8.589], [19.431, 18.068, 10.394], [18.818, 18.344, 11.758], [18.825, 19.674, 12.165], [18.312, 20.059, 13.400], [17.670, 19.110, 14.154], [17.520, 17.826, 13.669], [18.166, 17.402, 12.526], [19.333, 20.243, 7.868], [20.528, 20.212, 9.237], [18.930, 21.015, 9.418], [17.795, 18.908, 7.582], [16.788, 18.675, 9.079], [17.769, 17.343, 8.442], [20.526, 18.252, 10.414], [19.300, 17.033, 10.101], [19.260, 20.408, 11.482], [18.369, 21.107, 13.714], [17.261, 19.311, 15.148], [16.869, 17.129, 14.209], [14.395, 12.038, 11.382], [15.007, 13.001, 9.943], [15.925, 12.028, 8.750], [17.196, 12.449, 8.267], [17.832, 11.684, 7.282], [17.192, 10.548, 6.763], [15.910, 10.193, 7.213], [15.242, 10.964, 8.165], [13.582, 13.550, 9.019], [13.627, 13.684, 7.623], [12.531, 14.233, 6.948], [11.380, 14.660, 7.631], [11.326, 14.475, 9.030], [12.417, 13.943, 9.722], [13.817, 10.319, 11.103], [13.497, 9.750, 12.786], [12.900, 8.482, 12.916], [12.549, 7.998, 14.172], [12.763, 8.777, 15.322], [13.348, 10.040, 15.200], [13.734, 10.525, 13.945], [12.131, 10.587, 10.514], [11.726, 10.121, 9.250], [10.431, 10.407, 8.789], [9.513, 11.111, 9.627], [9.908, 11.500, 10.905], [11.203, 11.226, 11.358], [13.662, 12.646, 11.946], [15.315, 11.968, 12.008], [17.666, 13.366, 8.652], [18.816, 11.999, 6.928], [17.695, 9.961, 5.997], [15.418, 9.307, 6.811], [14.182, 10.735, 8.459], [14.521, 13.394, 7.054], [12.623, 14.319, 5.857], [10.543, 15.077, 7.070], [10.448, 14.767, 9.614], [12.389, 13.875, 10.816], [12.729, 7.868, 12.031], [12.102, 7.008, 14.258], [12.427, 8.424, 16.290], [13.499, 10.684, 16.080], [14.181, 11.524, 13.870], [12.428, 9.567, 8.608], [10.132, 10.088, 7.790], [8.514, 11.338, 9.238], [9.215, 12.031, 11.558], [11.493, 11.518, 12.372]], "lumo_energy_ev": 1.2, "total_energy_ha": -4780.7572, "gap_ev": 5.59, "spin_multiplicity": 1, "total_charge": -1, "relative_energy_kj_mol": 0.0}

---

3.
{"formula": "C52H50BrMoN3O7S3Se", "method": "the ωB97M-V functional and the def2-TZVPD basis", "species": ["Mo", "O", "C", "O", "C", "C", "C", "C", "C", "O", "C", "C", "O", "O", "H", "H", "H", "H", "H", "H", "H", "H", "C", "C", "C", "C", "C", "C", "C", "S", "O", "C", "C", "C", "C", "C", "C", "C", "C", "C", "C", "C", "C", "C", "C", "C", "C", "C", "C", "C", "C", "S", "O", "C", "C", "C", "C", "C", "C", "C", "H", "H", "H", "H", "H", "H", "H", "H", "H", "H", "H", "H", "H", "H", "H", "H", "H", "H", "H", "H", "H", "H", "H", "H", "H", "H", "Br", "C", "C", "C", "C", "C", "N", "H", "H", "H", "H", "C", "C", "N", "C", "S", "N", "C", "C", "H", "H", "H", "H", "H", "H", "H", "H", "H", "H", "H", "H", "Se"], "positions_angstrom": [[0.059, -1.776, 1.522], [-2.176, 0.744, 3.711], [-1.280, 0.460, 2.963], [-1.442, -0.427, 1.957], [0.147, 0.945, 3.317], [1.009, 1.124, 2.079], [2.174, 2.137, 2.347], [2.998, 1.155, 3.183], [2.228, -0.169, 3.235], [1.556, -0.199, 1.908], [1.039, 0.015, 4.249], [0.574, -1.360, 4.659], [0.631, -1.709, 5.776], [0.190, -2.159, 3.634], [-0.058, 1.885, 3.843], [0.495, 1.342, 1.157], [2.754, 2.383, 1.428], [1.836, 3.026, 2.870], [3.997, 1.056, 2.700], [3.036, 1.459, 4.235], [2.856, -1.076, 3.301], [1.363, 0.668, 5.038], [-7.228, 0.996, -3.038], [-5.749, 1.070, -3.004], [-4.944, -0.042, -2.724], [-3.568, 0.012, -2.656], [-2.929, 1.233, -2.800], [-3.688, 2.329, -3.107], [-5.073, 2.280, -3.246], [-1.177, 1.450, -2.743], [-0.826, 2.315, -3.944], [-0.998, 2.520, -1.246], [-1.943, 2.210, -0.221], [-1.958, 2.913, 0.958], [-0.979, 3.916, 1.199], [-0.950, 4.616, 2.459], [0.013, 5.609, 2.678], [1.046, 5.807, 1.731], [1.023, 5.109, 0.528], [0.005, 4.155, 0.229], [-0.035, 3.456, -1.032], [0.877, 3.868, -2.134], [0.361, 4.873, -3.077], [-0.934, 5.439, -2.850], [-1.401, 6.334, -3.726], [-0.572, 6.802, -4.764], [0.687, 6.384, -4.925], [1.208, 5.358, -4.105], [2.537, 4.883, -4.171], [3.011, 4.004, -3.265], [2.175, 3.484, -2.224], [2.843, 2.285, -1.038], [4.282, 2.573, -0.764], [2.851, 0.759, -2.030], [2.224, 0.554, -3.252], [2.141, -0.755, -3.744], [2.833, -1.767, -3.028], [2.774, -3.189, -3.667], [3.443, -1.517, -1.831], [3.410, -0.208, -1.305], [-7.599, 1.387, -4.031], [-7.659, 1.551, -2.199], [-7.574, 0.015, -2.903], [-5.397, -1.089, -2.632], [-3.023, -0.901, -2.519], [-3.203, 3.293, -3.270], [-5.617, 3.114, -3.622], [-2.685, 1.512, -0.484], [-2.619, 2.681, 1.784], [-1.723, 4.388, 3.164], [-0.026, 6.137, 3.583], [1.886, 6.482, 1.945], [1.766, 5.276, -0.235], [-1.468, 5.079, -1.993], [-2.333, 6.803, -3.593], [-0.919, 7.622, -5.417], [1.292, 6.705, -5.737], [3.169, 5.193, -5.025], [4.026, 3.649, -3.380], [1.856, 1.459, -3.781], [1.567, -0.931, -4.628], [3.287, -3.127, -4.679], [1.753, -3.442, -3.809], [3.279, -3.960, -3.091], [4.034, -2.259, -1.316], [3.911, -0.031, -0.396], [-1.339, -2.445, -4.126], [-1.389, -3.196, -0.413], [-2.177, -4.089, -1.153], [-2.976, -4.958, -0.449], [-3.154, -4.857, 0.924], [-2.317, -4.034, 1.632], [-1.487, -3.199, 0.925], [-2.163, -4.104, -2.249], [-3.618, -5.663, -1.023], [-3.993, -5.384, 1.415], [-2.345, -3.848, 2.731], [-1.010, -5.280, 5.112], [0.136, -5.829, 4.317], [0.645, -4.774, 3.472], [1.445, -4.900, 2.399], [1.768, -3.640, 1.286], [1.960, -6.125, 2.081], [2.635, -7.030, 3.041], [3.873, -7.545, 2.377], [-1.220, -5.886, 5.994], [-1.932, -5.289, 4.512], [-0.803, -4.282, 5.428], [-0.185, -6.701, 3.725], [0.869, -6.197, 5.065], [0.455, -3.787, 3.724], [2.379, -6.113, 1.213], [1.873, -7.801, 3.384], [2.801, -6.408, 3.934], [3.682, -7.890, 1.360], [4.311, -8.366, 2.984], [4.654, -6.742, 2.391], [-0.135, -1.888, -0.979]], "lumo_energy_ev": [-2.8, -1.0], "total_energy_ha": -8940.7045, "gap_ev": [4.33, 6.66], "spin_multiplicity": 3, "total_charge": 0, "relative_energy_kj_mol": 0.0}

---

4.
{"formula": "C52H50Cl2NO2SbSiSn", "method": "the ωB97M-V functional and the def2-TZVPD basis", "species": ["Sn", "C", "C", "C", "C", "C", "C", "H", "H", "H", "H", "H", "H", "Cl", "C", "C", "C", "Cl", "C", "C", "C", "C", "N", "C", "C", "O", "H", "H", "H", "H", "C", "C", "C", "C", "C", "C", "C", "Sb", "C", "C", "C", "C", "C", "C", "C", "C", "C", "C", "C", "C", "C", "C", "H", "H", "H", "H", "H", "H", "H", "H", "H", "H", "H", "H", "H", "H", "H", "H", "H", "H", "H", "H", "H", "C", "C", "C", "C", "Si", "O", "C", "C", "C", "C", "C", "C", "C", "C", "C", "C", "C", "C", "H", "H", "H", "H", "H", "H", "H", "H", "H", "H", "H", "H", "H", "H", "H", "H", "H", "H", "H"], "positions_angstrom": [[-0.390, 0.017, 0.335], [0.459, -2.164, 2.713], [0.436, -1.171, 3.689], [-0.777, -0.639, 4.110], [-1.964, -1.055, 3.517], [-1.941, -2.042, 2.539], [-0.733, -2.614, 2.154], [1.413, -2.620, 2.431], [1.372, -0.836, 4.153], [-0.802, 0.098, 4.930], [-2.920, -0.636, 3.864], [-2.889, -2.410, 2.116], [-0.748, -3.442, 1.442], [-0.409, 0.170, -4.936], [-1.597, 0.859, -3.931], [-2.606, 1.642, -4.484], [-3.595, 2.215, -3.696], [-4.777, 3.218, -4.414], [-3.609, 1.975, -2.303], [-4.579, 2.492, -1.429], [-4.520, 2.182, -0.082], [-3.488, 1.371, 0.386], [-2.542, 0.883, -0.414], [-2.576, 1.173, -1.743], [-1.517, 0.646, -2.532], [-0.514, 0.030, -1.966], [-2.623, 1.806, -5.564], [-5.367, 3.146, -1.839], [-5.264, 2.571, 0.625], [-3.411, 1.115, 1.439], [0.632, -6.089, -2.311], [-0.641, -5.346, -1.995], [-1.855, -6.032, -2.060], [-3.057, -5.405, -1.763], [-3.068, -4.067, -1.397], [-1.867, -3.371, -1.326], [-0.662, -4.009, -1.628], [1.077, -2.743, -1.453], [2.589, -4.087, -0.631], [2.159, -4.689, 0.541], [2.991, -5.543, 1.251], [4.273, -5.775, 0.777], [4.690, -5.200, -0.409], [3.859, -4.336, -1.135], [4.369, -3.765, -2.430], [1.593, -2.189, -3.457], [1.068, -2.919, -4.511], [1.401, -2.573, -5.816], [2.240, -1.485, -6.042], [2.738, -0.747, -4.978], [2.404, -1.083, -3.664], [2.865, -0.219, -2.523], [0.406, -6.961, -2.958], [1.112, -6.468, -1.385], [1.384, -5.459, -2.835], [-1.838, -7.086, -2.346], [-3.993, -5.976, -1.833], [-4.015, -3.558, -1.172], [-1.863, -2.312, -1.043], [1.140, -4.513, 0.904], [2.615, -6.024, 2.166], [4.953, -6.431, 1.331], [5.692, -5.405, -0.802], [5.353, -4.212, -2.667], [4.484, -2.658, -2.382], [3.683, -3.978, -3.277], [0.392, -3.763, -4.320], [0.991, -3.159, -6.648], [2.494, -1.194, -7.070], [3.373, 0.135, -5.165], [3.705, 0.441, -2.834], [3.219, -0.820, -1.660], [2.028, 0.424, -2.162], [-1.129, 4.793, -0.388], [0.090, 4.773, 0.510], [1.298, 4.228, -0.237], [0.398, 6.128, 1.125], [-0.284, 3.440, 1.981], [-0.427, 2.056, 1.193], [-1.780, 3.782, 3.088], [-2.795, 4.721, 2.886], [-3.846, 4.838, 3.782], [-3.921, 4.009, 4.893], [-2.929, 3.067, 5.107], [-1.863, 2.967, 4.222], [1.298, 3.490, 3.015], [2.291, 2.520, 2.830], [3.414, 2.489, 3.647], [3.563, 3.438, 4.650], [2.583, 4.398, 4.846], [1.462, 4.431, 4.033], [-0.936, 5.446, -1.272], [-2.034, 5.189, 0.110], [-1.368, 3.781, -0.769], [1.534, 4.882, -1.107], [1.103, 3.214, -0.633], [2.202, 4.166, 0.402], [0.564, 6.869, 0.309], [1.315, 6.101, 1.747], [-0.427, 6.508, 1.765], [-2.763, 5.394, 2.013], [-4.616, 5.598, 3.602], [-4.756, 4.091, 5.590], [-2.978, 2.397, 5.975], [-1.072, 2.227, 4.423], [2.169, 1.764, 2.048], [4.166, 1.705, 3.492], [4.458, 3.427, 5.283], [2.689, 5.142, 5.642], [0.692, 5.201, 4.200]], "lumo_energy_ev": [-8.6, -8.5], "total_energy_ha": -3880.6840, "gap_ev": [3.57, 3.65], "spin_multiplicity": 1, "total_charge": 2, "relative_energy_kj_mol": 0.0}